49
Properties=species:S:1:pos:R:3:forces:R:3:nbo_charge:R:1 method="wB97M-V/def2-TZVPD" relative_energy_kcal_mol=213.70 max_force_ha_per_bohr=0.113 molar_mass_g_mol=404.46 lumo_energy_ev=-1.066 total_charge=0 smiles="CCCOc1cc(Cc2ccc(C)cc2)c2nsnc2c1.O=C1OC[C@@H](F)O1" orbital_gap_ev=6.8863 e_homo_ha=-0.292
C -3.669 -0.729 5.620 -0.58 1.07 0.53 -0.631
C -3.854 -0.479 4.043 0.74 0.14 0.31 -0.431
C -3.407 -1.739 3.118 -2.32 0.98 0.48 -0.079
O -2.292 -1.276 2.305 1.47 -3.06 0.22 -0.523
C -1.336 -2.299 2.054 3.01 -2.90 -0.64 0.346
C -0.924 -2.545 0.526 2.31 -2.68 1.51 -0.244
C 0.153 -3.608 0.100 -2.02 1.56 1.30 0.030
C 0.470 -3.670 -1.497 1.00 1.50 0.84 -0.477
C 0.934 -2.156 -1.879 1.31 2.67 -0.45 -0.011
C 0.129 -1.208 -2.813 3.66 0.91 2.16 -0.246
C 0.676 0.231 -3.047 1.61 -1.40 1.93 -0.224
C 1.997 0.769 -2.364 -0.66 -3.24 0.37 -0.012
C 2.560 2.256 -2.549 -1.03 -0.15 -0.02 -0.656
C 2.826 -0.194 -1.441 -4.19 -1.35 -1.98 -0.225
C 2.269 -1.646 -1.208 -1.12 2.55 -1.77 -0.223
C 0.895 -4.516 1.165 -0.78 1.15 -0.17 0.090
N 1.933 -5.512 0.905 -3.43 2.91 3.66 -0.577
S 2.295 -6.081 2.498 -2.94 2.96 -0.93 0.828
N 1.231 -5.161 3.478 -1.04 1.72 -2.95 -0.591
C 0.443 -4.232 2.668 2.12 -2.16 -1.09 0.132
C -0.622 -3.169 3.117 -0.52 0.97 -2.80 -0.328
H -2.715 -1.288 5.910 -1.36 0.63 -0.65 0.211
H -4.591 -1.217 6.129 1.63 0.55 -1.03 0.212
H -3.586 0.320 6.115 -0.13 -1.76 -0.72 0.215
H -4.925 -0.113 3.810 1.68 -0.85 0.39 0.213
H -3.161 0.413 3.774 -1.10 -1.64 0.25 0.227
H -4.320 -1.963 2.435 1.73 0.20 0.81 0.184
H -3.208 -2.695 3.712 0.11 1.51 -0.77 0.199
H -1.434 -1.917 -0.297 1.02 -1.12 1.57 0.250
H 1.397 -4.333 -1.709 -1.83 0.86 0.50 0.252
H -0.440 -4.003 -2.111 1.39 0.50 0.99 0.241
H -0.840 -1.594 -3.277 1.59 0.80 0.64 0.229
H 0.075 0.957 -3.714 1.15 -1.34 1.22 0.228
H 2.115 2.816 -3.453 0.56 -1.27 1.40 0.227
H 2.221 2.862 -1.622 0.85 -0.92 -1.48 0.229
H 3.695 2.277 -2.684 -1.61 -0.16 0.46 0.227
H 3.775 0.217 -0.952 -1.54 -0.93 -0.73 0.228
H 2.881 -2.323 -0.501 -1.30 1.05 -1.35 0.230
H -0.867 -3.004 4.227 0.58 -0.48 -1.97 0.247
O -1.421 5.304 -3.024 1.19 0.38 0.07 -0.548
C -0.287 5.684 -3.007 -1.90 -0.41 0.18 0.959
O 0.084 6.973 -2.764 -0.08 -0.65 -0.22 -0.476
C 1.502 6.983 -2.700 0.28 0.98 0.24 -0.132
C 1.866 5.766 -3.488 0.50 -0.49 0.15 0.442
F 3.004 5.205 -3.015 0.21 -0.02 -0.14 -0.325
O 0.793 4.882 -3.237 -0.24 0.79 -0.23 -0.489
H 1.819 6.919 -1.655 0.10 -0.22 -0.13 0.205
H 1.908 7.898 -3.135 -0.24 -0.04 0.01 0.209
H 1.956 5.937 -4.565 0.14 -0.12 0.07 0.157